*one*
The following is a quantum chemistry calculation of an isolated ion of composition H2O4P2 and charge -2, from the Open Molecules 2025 dataset.

Results
**Net charge**: -2
**SMILES string**: O=[P@H]([O-])[P@H](=O)[O-]
**Highest occupied orbital energy**: 0.008 Ha
**Spin multiplicity**: 1
**HOMO-LUMO gap**: 7.293 eV

Positions of all 8 atoms, in Å:
O (2.19, 0.25, -0.25)
O (-0.76, -1.59, -1.36)
O (1.03, -0.77, 1.67)
O (-1.32, 0.89, -1.45)
P (0.90, 0.15, 0.55)
P (-0.92, -0.28, -0.67)
H (0.84, 1.53, 1.13)
H (-1.95, -0.18, 0.37)

=====

*two*
The following is a quantum chemistry calculation of a 2-piece molecular cluster, H2O4P2 overall, from the Open Molecules 2025 dataset.

Results
**Net charge**: -2
**Highest occupied orbital energy**: 0.004 Ha
**Spin multiplicity**: 1
**HOMO-LUMO gap**: 7.214 eV

Positions of all 8 atoms, in Å:
O (-0.90, -1.69, -1.15)
O (-1.24, 1.58, 1.05)
O (-0.14, -1.90, 1.21)
O (-0.39, 1.87, -1.24)
P (-0.14, -1.09, -0.05)
P (-0.25, 1.13, 0.06)
H (2.04, -0.94, -0.36)
H (1.01, 1.03, 0.49)

=====

How far above the most stable structure does each one sit? In eV: *one* 0.000; *two* 1.312.

=====

*one*
The following is a quantum chemistry calculation of a 2-piece molecular cluster, C2H5ClO2S overall, from the Open Molecules 2025 dataset.

Results
**Net charge**: 0
**Highest occupied orbital energy (alpha / beta)**: -0.354 / -0.387 Ha
**Spin multiplicity**: 1
**HOMO-LUMO gap (alpha / beta)**: 7.637 / 10.035 eV

Positions of all 11 atoms, in Å:
C (0.75, 1.07, 1.77)
C (0.55, -0.66, -0.60)
O (-1.05, 0.81, -1.76)
O (-2.11, -0.74, 0.01)
S (-1.13, -0.43, -0.99)
Cl (-1.47, -1.84, -2.55)
H (0.79, 0.14, 2.20)
H (1.72, 1.28, 1.36)
H (-0.16, 1.61, 1.47)
H (1.04, -1.48, -0.16)
H (1.06, 0.24, -0.74)

=====

*two*
The following is a quantum chemistry calculation of a 2-piece molecular cluster, C2H5ClO2S overall, from the Open Molecules 2025 dataset.

Results
**Net charge**: 0
**SMILES string**: C=CO.OSCl
**Highest occupied orbital energy**: -0.343 Ha
**Spin multiplicity**: 1
**HOMO-LUMO gap**: 9.239 eV

Positions of all 11 atoms, in Å:
C (0.30, 1.21, -1.62)
C (1.46, 0.66, -1.26)
O (-1.57, -2.44, 2.45)
O (-0.96, 0.90, -1.01)
S (-0.12, -1.79, 2.12)
Cl (-0.47, 0.20, 2.45)
H (-2.18, -2.07, 1.88)
H (0.20, 1.97, -2.46)
H (1.61, 0.08, -0.44)
H (2.32, 0.78, -1.88)
H (-0.60, 0.49, -0.24)

=====

How far above the most stable structure does each one sit? In eV: *one* 2.873; *two* 0.000.

=====

*one*
The following is a quantum chemistry calculation of an isolated ion of composition C2H5N2 and charge +1, from the Open Molecules 2025 dataset.

Results
**Net charge**: +1
**SMILES string**: C#[N+]NC
**Highest occupied orbital energy**: -0.566 Ha
**Spin multiplicity**: 1
**HOMO-LUMO gap**: 10.766 eV

Positions of all 9 atoms, in Å:
C (-1.01, -2.00, -0.43)
C (0.40, 1.32, 0.62)
N (-0.39, -1.02, -0.43)
N (0.27, 0.01, -0.53)
H (-1.57, -2.89, -0.47)
H (0.12, 0.89, 1.57)
H (1.43, 1.62, 0.56)
H (-0.31, 2.05, 0.26)
H (1.07, 0.02, -1.16)

=====

*two*
The following is a quantum chemistry calculation of C2H5N2 as an isolated structure, from the Open Molecules 2025 dataset.

Results
**Net charge**: +1
**Highest occupied orbital energy (alpha / beta)**: -0.555 / -0.550 Ha
**Spin multiplicity**: 1
**HOMO-LUMO gap (alpha / beta)**: 8.231 / 8.171 eV

Positions of all 9 atoms, in Å:
C (0.29, -0.19, -0.32)
C (-0.36, -0.01, -1.50)
N (-0.25, 0.10, 2.16)
N (-0.71, -0.33, 1.22)
H (0.72, -1.08, -0.04)
H (0.82, 0.66, -0.01)
H (0.06, 0.85, -2.02)
H (-1.01, -0.64, -2.06)
H (0.45, 0.63, 2.56)

=====

*three*
The following is a quantum chemistry calculation of a 2-piece molecular cluster, C2H5N2 overall, from the Open Molecules 2025 dataset.

Results
**Net charge**: +1
**Highest occupied orbital energy (alpha / beta)**: -0.539 / -0.539 Ha
**Spin multiplicity**: 1
**HOMO-LUMO gap (alpha / beta)**: 7.908 / 7.909 eV

Positions of all 9 atoms, in Å:
C (0.73, -0.10, -0.39)
C (0.86, 1.23, -0.51)
N (-1.73, -1.19, 0.94)
N (-0.81, -1.55, 0.45)
H (0.60, -0.72, -1.26)
H (1.05, -0.60, 0.52)
H (1.09, 1.86, 0.33)
H (0.73, 1.73, -1.46)
H (-2.50, -0.67, 1.37)

=====

How far above the most stable structure does each one sit? In eV: *one* 0.000; *two* 1.650; *three* 0.534.

=====

*one*
The following is a quantum chemistry calculation of a 2-piece molecular cluster, CHF2N2O2 overall, from the Open Molecules 2025 dataset.

Results
**Net charge**: -1
**Highest occupied orbital energy**: -0.148 Ha
**Spin multiplicity**: 1
**HOMO-LUMO gap**: 8.388 eV

Positions of all 8 atoms, in Å:
C (-1.85, 0.86, -0.06)
N (-0.68, 0.34, 0.02)
N (1.80, -0.71, 0.26)
O (-1.81, 0.39, 1.24)
O (-2.70, 1.24, -0.79)
F (2.15, -1.78, -0.60)
F (2.34, 0.35, -0.41)
H (0.75, -0.68, 0.33)

=====

*two*
The following is a quantum chemistry calculation of CHF2N2O2 as an isolated structure, from the Open Molecules 2025 dataset.

Results
**Net charge**: -1
**Highest occupied orbital energy**: -0.168 Ha
**Spin multiplicity**: 1
**HOMO-LUMO gap**: 8.958 eV

Positions of all 8 atoms, in Å:
C (1.49, -0.58, 0.26)
N (0.30, -0.13, 0.87)
N (-1.01, -1.29, 1.30)
O (2.16, 0.41, -0.02)
O (1.70, -1.77, 0.31)
F (-1.98, -0.52, 1.88)
F (-1.60, -1.44, 0.06)
H (-0.02, 0.65, 0.32)

=====

How far above the most stable structure does each one sit? In eV: *one* 1.245; *two* 0.000.